{"formula": "CH4N2S2", "method": "ωB97M-V/def2-TZVPD", "multiplicity": 1, "relative_energy_kj_mol": 149.3, "homo_energy_ha": -0.3136, "charge": 0, "gap_ev": 9.10, "smiles": "S/N=C/NS", "species": ["S", "N", "C", "N", "S", "H", "H", "H", "H"], "coordinates": [[2.6261, -0.5245, 0.0173], [0.8717, -0.5449, 0.2299], [0.2279, 0.5477, 0.1027], [-1.1372, 0.5176, -0.0905], [-2.1126, -0.8540, -0.0835], [2.7316, -1.2398, -1.1179], [0.6720, 1.5139, -0.1021], [-1.5176, 1.5084, -0.2097], [-2.3620, -0.9243, 1.2537]], "forces_ev_per_angstrom": [[-0.7152, 0.5919, 0.5857], [0.7471, -0.1866, -0.2513], [0.3436, -1.5829, -1.2575], [-0.2313, 2.9694, 0.2846], [-0.0785, 0.2204, 0.3828], [-0.4614, 0.0085, 0.1169], [0.1415, 0.3465, 0.2178], [0.1626, -2.3515, 0.2990], [0.0917, -0.0156, -0.3780]]}

{"formula": "C20H21F2N3O3", "method": "ωB97M-V/def2-TZVPD", "multiplicity": 1, "relative_energy_kj_mol": 136.0, "homo_energy_ha": -0.3254, "charge": 0, "gap_ev": 9.37, "smiles": "CCOC(CNC(=O)c1ccc2c(c1)ncn2-c1ccc(F)c(F)c1)OCC", "species": ["C", "C", "O", "C", "C", "N", "C", "O", "C", "C", "C", "C", "C", "C", "N", "C", "N", "C", "C", "C", "C", "F", "C", "F", "C", "O", "C", "C", "H", "H", "H", "H", "H", "H", "H", "H", "H", "H", "H", "H", "H", "H", "H", "H", "H", "H", "H", "H", "H"], "coordinates": [[7.1867, 2.0354, 3.0506], [7.3048, 0.6843, 2.3549], [6.6346, 0.6076, 1.1093], [5.2363, 0.5258, 1.1678], [4.7966, -0.2830, -0.0732], [3.3878, -0.5745, -0.0585], [2.5113, -0.0004, -0.9183], [2.8632, 0.7447, -1.8142], [1.0798, -0.3524, -0.6894], [0.1264, 0.5915, -1.0998], [-1.2271, 0.3852, -0.9447], [-1.6196, -0.8100, -0.3608], [-0.6715, -1.7923, 0.0138], [0.6885, -1.5647, -0.1431], [-1.3264, -2.8974, 0.5024], [-2.5833, -2.6197, 0.4207], [-2.8508, -1.3704, -0.0867], [-4.1136, -0.7952, -0.2389], [-4.3262, 0.5436, 0.0820], [-5.5812, 1.1027, -0.0633], [-6.6338, 0.3281, -0.5183], [-7.8510, 0.8743, -0.6540], [-6.4268, -1.0115, -0.8281], [-7.4413, -1.7697, -1.2663], [-5.1732, -1.5759, -0.6944], [4.5817, 1.7472, 1.3375], [4.5344, 2.6715, 0.2504], [5.8807, 3.2763, -0.1287], [7.6867, 1.9910, 4.0148], [7.6526, 2.8096, 2.4473], [6.1406, 2.2892, 3.2009], [6.9243, -0.1081, 3.0175], [8.3497, 0.4700, 2.1155], [4.9407, -0.0384, 2.0740], [5.0169, 0.2713, -0.9861], [5.3763, -1.2107, -0.0760], [3.0320, -1.0742, 0.7406], [0.4898, 1.4993, -1.5562], [-1.9437, 1.1170, -1.2841], [1.3910, -2.3390, 0.1210], [-3.3668, -3.2769, 0.7449], [-3.5129, 1.1391, 0.4641], [-5.7612, 2.1372, 0.1810], [-5.0322, -2.6122, -0.9573], [4.0714, 2.2105, -0.6278], [3.8636, 3.4518, 0.6209], [6.3002, 3.8284, 0.7085], [6.5805, 2.4981, -0.4206], [5.7384, 3.9577, -0.9636]], "forces_ev_per_angstrom": [[-0.0726, -0.2759, -0.2272], [0.0963, 0.0685, 0.2448], [-0.1914, 0.0291, -0.2647], [-0.2401, -0.4607, 0.0810], [0.3767, 0.2888, 0.1684], [0.1266, -0.1184, 0.2501], [0.0440, -0.1805, 0.1297], [-0.0580, 0.1565, -0.2064], [-0.2233, -0.0827, -0.0560], [0.0155, 0.0220, -0.0048], [-0.0550, 0.1275, -0.0487], [0.6557, -0.2959, 0.0132], [-0.4837, 0.6385, -0.1458], [-0.0808, 0.2148, -0.0750], [0.1435, -0.6101, 0.1589], [0.0740, -0.0350, 0.1059], [0.4641, -0.2331, 0.0637], [-0.7958, 0.3507, -0.0846], [0.1251, -0.2206, -0.0144], [-0.2181, -0.2072, -0.1472], [0.0641, -0.0224, 0.0091], [0.0887, -0.1758, -0.0290], [-0.0012, 0.1036, 0.0877], [0.0627, 0.1976, 0.0614], [0.0377, 0.1953, 0.0266], [0.0853, -0.0664, 0.1072], [0.0129, 0.1751, -0.2031], [-0.2341, -0.2032, 0.1597], [0.0810, 0.0138, 0.1150], [0.0265, 0.1167, -0.0289], [-0.0214, 0.0711, 0.0650], [0.0874, 0.0321, -0.0876], [-0.0965, -0.0477, 0.1335], [0.1340, 0.0840, -0.1686], [0.0258, -0.1010, 0.0475], [-0.0169, 0.1283, -0.0256], [-0.0935, 0.0921, -0.1037], [0.0215, 0.0661, -0.0528], [-0.0285, 0.0904, -0.0189], [0.1020, -0.0961, 0.0363], [-0.2708, -0.0644, 0.0533], [0.0772, 0.0458, 0.0432], [-0.0516, 0.1003, 0.0226], [-0.0077, -0.0960, -0.0775], [0.0056, 0.0441, 0.1385], [0.0386, -0.0610, -0.1491], [0.0995, 0.0527, 0.0519], [0.0795, 0.0422, -0.0626], [-0.0105, 0.1066, -0.0923]]}

{"formula": "C20H28Cl2InN2O2", "method": "ωB97M-V/def2-TZVPD", "multiplicity": 1, "homo_energy_ha": -0.0449, "charge": -1, "gap_ev": 4.03, "species": ["In", "Cl", "N", "N", "C", "C", "C", "C", "C", "C", "H", "H", "H", "H", "H", "H", "C", "C", "C", "C", "H", "H", "H", "H", "H", "H", "O", "H", "H", "O", "H", "H", "C", "C", "C", "H", "H", "C", "C", "H", "C", "C", "C", "C", "H", "C", "H", "H", "H", "H", "H", "H", "H", "H", "Cl"], "coordinates": [[-0.0160, 0.0005, 0.9737], [-0.2704, 0.0305, 3.4790], [0.2182, 2.1261, 0.8783], [0.1544, -2.1294, 0.9041], [-0.2769, 2.9241, -0.0525], [-0.3318, -2.9261, -0.0322], [1.1270, 2.9643, 1.7468], [1.4721, 4.1242, 0.7764], [2.3437, 2.1775, 2.2101], [0.3067, 3.4326, 2.9434], [2.8608, 1.7563, 1.3467], [2.0727, 1.3555, 2.8940], [3.0117, 2.8796, 2.7315], [-0.5541, 3.9933, 2.5648], [0.9540, 4.0682, 3.5734], [-0.0407, 2.5464, 3.4941], [1.0234, -2.9782, 1.8044], [1.3594, -4.1619, 0.8602], [0.1663, -3.4054, 2.9905], [2.2545, -2.2200, 2.2776], [2.7899, -1.8138, 1.4175], [2.8995, -2.9383, 2.8055], [1.9962, -1.3903, 2.9564], [-0.7020, -3.9472, 2.6016], [-0.1669, -2.5022, 3.5215], [0.7820, -4.0500, 3.6425], [0.2621, -4.1326, -0.1450], [1.3826, -5.1435, 1.3447], [2.2806, -3.9064, 0.2980], [0.3444, 4.1129, -0.1987], [2.3684, 3.8316, 0.1929], [1.5386, 5.1115, 1.2449], [-1.3906, 2.5395, -0.9545], [-1.4085, -2.5316, -0.9757], [-1.2873, -1.2156, -1.7434], [-2.3469, -2.4473, -0.3925], [-1.5026, -3.3610, -1.7036], [-1.2919, 0.0059, -0.9396], [-1.2848, 1.2321, -1.7363], [-1.8312, 0.0194, 0.5497], [-1.4290, 1.2235, -3.1591], [-1.5167, 0.0163, -3.8636], [-1.6573, 2.5226, -3.9136], [-1.4319, -1.1961, -3.1674], [-1.7108, 0.0200, -4.9655], [-1.6654, -2.4891, -3.9309], [-1.7400, -2.2343, -4.9907], [-2.6002, -2.9717, -3.6226], [-0.8331, -3.1776, -3.7761], [-2.5932, 3.0028, -3.6053], [-1.7278, 2.2750, -4.9752], [-0.8252, 3.2088, -3.7494], [-1.5189, 3.3772, -1.6697], [-2.3029, 2.4417, -0.3347], [2.2860, -0.0505, -0.4268]], "forces_ev_per_angstrom": [[-0.4140, 0.0475, -1.2220], [0.2683, -0.0157, -0.0633], [-0.5024, 2.8106, -0.5933], [-0.5247, -2.8827, -0.5830], [1.4403, -2.0687, 0.9591], [1.4723, 2.0678, 0.9948], [-0.3719, -0.4119, -0.4413], [-0.3622, -1.2563, -0.6876], [0.3023, 0.2849, -0.0980], [0.1659, 0.0269, -0.1171], [0.0481, -0.0186, 0.0986], [-0.0108, 0.4366, -0.2256], [-0.0464, -0.2654, 0.0155], [0.0211, 0.0781, 0.3036], [-0.4070, -0.1603, -0.0717], [0.0907, 0.4610, -0.0767], [-0.3457, 0.4052, -0.4650], [-0.2893, 1.2358, -0.7001], [0.1675, -0.0364, -0.1252], [0.2812, -0.2722, -0.0933], [0.0427, 0.0049, 0.1032], [-0.0349, 0.2705, 0.0209], [-0.0081, -0.4333, -0.2146], [0.0149, -0.0729, 0.3072], [0.0772, -0.4538, -0.0630], [-0.3971, 0.1726, -0.0799], [0.0277, -0.0144, 0.9078], [-0.0231, 0.2439, -0.2493], [-0.3649, -0.4766, 0.3108], [0.1010, 0.0520, 0.9438], [-0.3389, 0.4951, 0.3075], [-0.0423, -0.2448, -0.2491], [-0.0849, 0.8132, -1.0105], [-0.0932, -0.7451, -0.9912], [-0.6824, 0.8882, -0.1945], [0.1162, -0.1102, 0.1160], [-0.1173, 0.3445, 0.5648], [4.1286, 0.0090, -2.1696], [-0.6522, -0.9087, -0.1658], [-2.5108, 0.0227, -0.0248], [-0.6251, 0.3739, 1.7315], [-0.0049, 0.0136, -0.1162], [0.2773, -0.5466, 0.0115], [-0.6273, -0.4134, 1.7925], [0.2582, -0.0023, 1.0681], [0.2859, 0.5376, 0.0091], [0.0500, -0.2694, 0.0062], [0.1494, 0.0091, -0.0466], [-0.0935, -0.1491, -0.1570], [0.1468, -0.0026, -0.0448], [0.0495, 0.2735, 0.0023], [-0.0887, 0.1554, -0.1559], [-0.0798, -0.3840, 0.5755], [0.0920, 0.0867, 0.1304], [0.0689, -0.0053, 0.2155]]}

{"formula": "H4N4O4S", "method": "ωB97M-V/def2-TZVPD", "multiplicity": 1, "relative_energy_kj_mol": 0.0, "homo_energy_ha": -0.3412, "charge": 0, "gap_ev": 9.88, "smiles": "N/N=[N+](\\[O-])OS(N)(=O)=O", "species": ["N", "N", "N", "O", "O", "S", "N", "O", "O", "H", "H", "H", "H"], "coordinates": [[2.5095, -0.9398, -0.3669], [1.4165, -0.8535, 0.3841], [0.8566, 0.2505, 0.4240], [1.1376, 1.3028, -0.1330], [-0.3354, 0.1885, 1.1307], [-1.5087, -0.3460, 0.0933], [-2.3126, 1.0344, -0.2502], [-0.8673, -0.8011, -1.0821], [-2.3612, -1.1824, 0.8441], [3.1175, -1.7004, -0.1255], [2.8983, -0.0784, -0.7346], [-1.7491, 1.7164, -0.7273], [-2.8016, 1.4090, 0.5434]], "forces_ev_per_angstrom": [[-0.0774, 0.8582, -0.4217], [0.1737, -1.0175, 0.8270], [0.8715, -0.5859, -0.0081], [0.3510, 0.9958, -0.5733], [-0.3675, -0.4249, 0.1398], [-0.9976, 0.4621, -0.6103], [0.0258, -0.6744, -0.0415], [0.1110, 0.1202, -0.2245], [-0.1069, 0.0678, 0.6037], [-0.1064, -0.0131, 0.0873], [0.0034, -0.0448, 0.1283], [0.2867, 0.1734, -0.1640], [-0.1673, 0.0831, 0.2573]]}

What did the fourth record say?
{"formula": "H4N4O4S", "method": "ωB97M-V/def2-TZVPD", "multiplicity": 1, "relative_energy_kj_mol": 0.0, "homo_energy_ha": -0.3412, "charge": 0, "gap_ev": 9.88, "smiles": "N/N=[N+](\\[O-])OS(N)(=O)=O", "species": ["N", "N", "N", "O", "O", "S", "N", "O", "O", "H", "H", "H", "H"], "coordinates": [[2.5095, -0.9398, -0.3669], [1.4165, -0.8535, 0.3841], [0.8566, 0.2505, 0.4240], [1.1376, 1.3028, -0.1330], [-0.3354, 0.1885, 1.1307], [-1.5087, -0.3460, 0.0933], [-2.3126, 1.0344, -0.2502], [-0.8673, -0.8011, -1.0821], [-2.3612, -1.1824, 0.8441], [3.1175, -1.7004, -0.1255], [2.8983, -0.0784, -0.7346], [-1.7491, 1.7164, -0.7273], [-2.8016, 1.4090, 0.5434]], "forces_ev_per_angstrom": [[-0.0774, 0.8582, -0.4217], [0.1737, -1.0175, 0.8270], [0.8715, -0.5859, -0.0081], [0.3510, 0.9958, -0.5733], [-0.3675, -0.4249, 0.1398], [-0.9976, 0.4621, -0.6103], [0.0258, -0.6744, -0.0415], [0.1110, 0.1202, -0.2245], [-0.1069, 0.0678, 0.6037], [-0.1064, -0.0131, 0.0873], [0.0034, -0.0448, 0.1283], [0.2867, 0.1734, -0.1640], [-0.1673, 0.0831, 0.2573]]}